1.
C9H9F3S | ωB97M-V with the def2-TZVPD basis set

Computed properties:
DFT total energy in eV: -28465.75531
SMILES: F[C@@H]1C2=C(SC1(F)F)[C@@H]1CC[C@H]2C1
Energy above the lowest of the compared OMol25 structures with the same formula, charge and spin in eV: 0.0276

ORCA input file:
```
! wB97M-V def2-TZVPD RIJCOSX def2/J DEFGRID3
* xyz 0 1
F -1.195 3.644 -0.019
F -3.034 2.475 0.264
F -0.201 2.283 2.004
S -1.517 1.538 -1.596
C -0.448 0.384 -0.836
C -0.271 0.458 0.482
C -1.700 2.390 0.045
C -1.023 1.551 1.198
C 0.184 -1.961 -0.943
C 0.387 -1.923 0.589
C 1.702 -0.258 -0.391
C 0.564 -0.570 -1.375
C 0.854 -0.466 0.863
H -1.754 1.049 1.887
H -0.843 -2.250 -1.189
H 0.895 -2.696 -1.394
H -0.537 -2.208 1.131
H 1.193 -2.620 0.842
H 2.533 -0.971 -0.485
H 2.106 0.777 -0.459
H 0.776 -0.383 -2.426
H 1.331 -0.243 1.808
*
```

Löwdin atomic charges, in units of e: F 0.066; F 0.032; F 0.035; S 1.063; C -0.477; C -0.173; C -0.661; C -0.204; C -0.148; C -0.130; C -0.104; C -0.287; C -0.215; H 0.173; H 0.118; H 0.126; H 0.120; H 0.109; H 0.125; H 0.142; H 0.145; H 0.145

2.
C3H7N | ωB97M-V with the def2-TZVPD basis set

Computed properties:
DFT total energy in eV: -4711.41885
SMILES: C=C.C=N
Energy above the lowest of the compared OMol25 structures with the same formula, charge and spin in eV: 2.7382

ORCA input file:
```
! wB97M-V def2-TZVPD RIJCOSX def2/J DEFGRID3
* xyz 0 1
C 1.721 -2.013 -1.647
C 1.022 -1.554 -2.661
H 1.708 -1.239 -0.795
H 2.149 -2.911 -1.408
H 0.391 -0.588 -2.548
H 1.059 -1.558 -3.753
C -1.291 1.868 2.412
N -1.991 2.530 3.210
H -1.688 1.159 1.765
H -0.126 2.148 2.302
H -2.954 2.158 3.122
*
```

Löwdin atomic charges, in units of e: C -0.085; C -0.111; H 0.077; H 0.009; H 0.069; H 0.042; C -0.178; N 0.002; H 0.027; H 0.104; H 0.046

3.
C23H31F6O3Pb | ωB97M-V with the def2-TZVPD basis set

Computed properties:
DFT total energy in eV: -52043.09579
Energy above the lowest of the compared OMol25 structures with the same formula, charge and spin in eV: 4.2416

ORCA input file:
```
! wB97M-V def2-TZVPD RIJCOSX def2/J DEFGRID3
* xyz -1 1
O 1.622 4.313 -6.589
C 1.581 3.585 -7.834
C 2.364 4.671 -8.563
H 0.556 3.428 -8.178
H 2.077 2.616 -7.754
C 2.382 5.407 -7.209
H 1.824 5.186 -9.354
H 3.343 4.373 -8.932
C 1.594 6.694 -7.162
H 0.610 6.560 -7.608
H 2.113 7.485 -7.704
H 1.458 7.021 -6.132
C 3.741 5.540 -6.563
H 4.276 4.593 -6.593
H 3.639 5.840 -5.521
H 4.341 6.292 -7.077
Pb 0.000 0.000 0.000
C 1.588 -1.100 1.377
C 0.864 -2.080 0.676
C 1.185 -1.948 -0.695
H 0.167 -2.785 1.093
C 2.105 -0.893 -0.828
C 2.343 -0.350 0.444
H 2.981 0.488 0.671
H 1.560 -0.942 2.441
H 0.756 -2.526 -1.493
H 2.517 -0.533 -1.756
C -1.016 0.673 2.051
C 0.168 1.426 1.871
C 0.006 2.242 0.734
H 1.045 1.388 2.492
C -1.296 2.007 0.229
C -1.922 1.055 1.046
H -2.889 0.621 0.875
H -1.194 -0.066 2.814
H 0.727 2.945 0.354
H -1.719 2.434 -0.664
O 0.122 0.845 -2.080
C 1.023 1.930 -2.390
C 1.368 1.771 -3.857
H 1.881 1.863 -1.725
H 0.505 2.871 -2.196
C 0.103 1.133 -4.414
H 2.217 1.098 -3.977
H 1.622 2.720 -4.324
C -0.297 0.185 -3.306
H 0.262 0.614 -5.357
H -0.669 1.888 -4.570
H 0.226 -0.770 -3.375
H -1.358 -0.013 -3.222
C -2.206 -2.790 1.764
C -2.578 -2.275 0.336
O -1.711 -1.310 -0.355
C -2.606 -3.516 -0.603
F -3.398 -4.535 -0.097
F -3.086 -3.162 -1.853
F -1.327 -4.016 -0.760
C -4.044 -1.721 0.466
F -4.954 -2.748 0.663
F -4.201 -0.902 1.569
F -4.411 -1.038 -0.679
H -1.449 -3.587 1.817
H -3.065 -3.344 2.197
H -1.994 -1.978 2.471
*
```

Löwdin atomic charges, in units of e: O -0.097; C -0.165; C -0.084; H 0.113; H 0.113; C -0.567; H 0.107; H 0.107; C -0.025; H 0.087; H 0.087; H 0.088; C -0.024; H 0.088; H 0.088; H 0.087; Pb 1.333; C -0.248; C -0.232; C -0.240; H 0.071; C -0.251; C -0.242; H 0.098; H 0.100; H 0.094; H 0.091; C -0.221; C -0.267; C -0.266; H 0.097; C -0.238; C -0.215; H 0.080; H 0.092; H 0.092; H 0.099; O -0.329; C -0.189; C -0.157; H 0.115; H 0.122; C -0.162; H 0.113; H 0.099; C -0.153; H 0.108; H 0.116; H 0.122; H 0.127; C -0.008; C -0.360; O -0.317; C -0.459; F 0.086; F 0.105; F 0.107; C -0.454; F 0.088; F 0.092; F 0.109; H 0.082; H 0.090; H 0.076

4.
C4H10NO | ωB97M-V with the def2-TZVPD basis set

Computed properties:
DFT total energy in eV: -7844.97721
Energy above the lowest of the compared OMol25 structures with the same formula, charge and spin in eV: 2.5591

ORCA input file:
```
! wB97M-V def2-TZVPD RIJCOSX def2/J DEFGRID3
* xyz -1 1
C -1.598 -0.740 0.110
O -2.162 -0.900 -0.985
C -0.191 -0.370 0.390
C 0.583 0.125 -0.818
C 2.038 -0.312 -0.821
N 0.273 -0.252 1.663
H -1.866 2.604 1.175
H -2.122 -0.902 1.075
H -0.415 -1.550 0.154
H 0.070 -0.200 -1.725
H 0.507 1.217 -0.820
H 2.498 -0.022 0.130
H 2.612 0.130 -1.662
H 2.107 -1.406 -0.855
H -2.215 1.993 0.894
H -0.120 0.583 2.096
*
```

Löwdin atomic charges, in units of e: C -0.394; O -0.122; C -0.602; C -0.247; C -0.146; N -0.091; H 0.028; H 0.104; H 0.164; H 0.090; H 0.101; H 0.048; H 0.057; H 0.063; H 0.024; H -0.076

5.
C26H27ClN5O2 | ωB97M-V with the def2-TZVPD basis set

Computed properties:
DFT total energy in eV: -51462.45060
SMILES: CN(C)[C@@H](Cl)[n+]1cc2c3c(c1)N(C(=O)c1ccccc1)CCN3CCN2C(=O)c1ccccc1

ORCA input file:
```
! wB97M-V def2-TZVPD RIJCOSX def2/J DEFGRID3
* xyz 1 1
C 4.989 0.659 -1.502
N 3.965 1.540 -2.069
C 4.607 2.602 -2.841
C 2.917 1.938 -1.134
Cl 2.095 3.453 -1.731
H 5.720 0.473 -2.294
H 5.533 1.145 -0.676
H 4.571 -0.292 -1.167
H 5.486 2.154 -3.317
H 3.951 2.975 -3.629
H 4.956 3.445 -2.227
H 3.396 2.257 -0.206
O -1.070 2.285 -3.167
C -1.913 1.499 -2.767
C -3.326 1.555 -3.308
C -3.648 0.792 -4.433
C -4.967 0.792 -4.894
C -5.930 1.568 -4.247
C -5.591 2.354 -3.144
C -4.273 2.369 -2.679
N -1.702 0.486 -1.817
C -2.888 -0.166 -1.300
C -2.581 -1.352 -0.409
N -1.532 -1.004 0.520
C -1.461 -1.883 1.663
C -0.508 -1.293 2.684
N 0.782 -1.018 2.070
C 1.945 -1.619 2.540
O 2.947 -1.795 1.859
C 1.881 -2.010 4.005
C 2.039 -3.347 4.399
C 1.822 -3.682 5.740
C 1.517 -2.691 6.673
C 1.429 -1.352 6.284
C 1.613 -1.009 4.942
C 0.800 -0.360 0.814
C 1.912 0.315 0.347
N 1.877 0.980 -0.857
C 0.731 0.916 -1.630
C -0.443 0.363 -1.157
C -0.413 -0.336 0.075
H -2.864 0.205 -4.917
H -5.227 0.179 -5.757
H -6.960 1.552 -4.601
H -6.343 2.957 -2.635
H -3.966 2.986 -1.830
H -3.502 0.539 -0.717
H -3.514 -0.533 -2.124
H -3.481 -1.614 0.174
H -2.315 -2.252 -1.008
H -2.473 -1.979 2.095
H -1.145 -2.908 1.364
H -0.937 -0.364 3.079
H -0.405 -2.012 3.498
H 2.305 -4.091 3.646
H 1.896 -4.727 6.042
H 1.339 -2.966 7.711
H 1.210 -0.572 7.010
H 1.545 0.031 4.612
H 2.827 0.430 0.917
H 0.774 1.433 -2.572
*
```

Löwdin atomic charges, in units of e: C -0.075; N -0.254; C -0.132; C -0.587; Cl 0.734; H 0.088; H 0.097; H 0.087; H 0.087; H 0.069; H 0.088; H 0.121; O 0.100; C -0.349; C -0.192; C -0.030; C -0.063; C -0.072; C -0.061; C -0.033; N 0.054; C -0.115; C -0.115; N -0.057; C -0.118; C -0.102; N 0.026; C -0.364; O 0.096; C -0.176; C -0.014; C -0.062; C -0.070; C -0.061; C -0.044; C -0.066; C 0.078; N -0.041; C 0.035; C -0.046; C -0.028; H 0.128; H 0.112; H 0.110; H 0.111; H 0.128; H 0.142; H 0.138; H 0.141; H 0.151; H 0.141; H 0.153; H 0.145; H 0.134; H 0.125; H 0.112; H 0.111; H 0.110; H 0.125; H 0.147; H 0.102

6.
C22H34NO2PS3SiV | ωB97M-V with the def2-TZVPD basis set

Computed properties:
DFT total energy in eV: -104317.33416
Energy above the lowest of the compared OMol25 structures with the same formula, charge and spin in eV: 0.0000

ORCA input file:
```
! wB97M-V def2-TZVPD RIJCOSX def2/J DEFGRID3
* xyz -2 4
V 0.338 0.031 0.220
C -4.540 -0.708 -2.636
Si -4.349 1.110 -2.347
C -6.060 1.779 -1.962
C -3.805 1.918 -3.920
C -3.248 1.591 -0.939
C -3.620 2.570 -0.041
C -2.767 2.944 0.994
C -1.562 2.275 1.120
N -1.174 1.309 0.280
C -1.973 0.989 -0.779
S -1.268 -0.173 -1.860
H -5.513 -0.903 -3.107
H -4.476 -1.268 -1.693
H -3.734 -1.076 -3.278
H -6.790 1.345 -2.659
H -6.100 2.872 -2.067
H -6.371 1.524 -0.940
H -4.469 1.625 -4.748
H -2.780 1.609 -4.162
H -3.824 3.011 -3.821
H -4.589 3.055 -0.138
H -3.033 3.716 1.703
H -0.865 2.482 1.920
S 1.310 0.783 2.339
C 2.429 2.088 1.898
C 3.124 2.785 2.904
C 4.029 3.804 2.628
C 4.261 4.156 1.300
C 3.579 3.488 0.291
C 2.653 2.458 0.545
S 1.806 1.674 -0.802
H 2.933 2.498 3.935
H 4.542 4.316 3.437
H 4.966 4.944 1.053
H 3.749 3.760 -0.747
C -2.405 -0.702 2.529
C -1.632 -1.870 1.955
O -1.925 -3.024 2.301
O -0.704 -1.560 1.121
H -3.186 -1.056 3.200
H -2.845 -0.109 1.722
H -1.716 -0.043 3.064
C 2.344 -2.611 2.571
C 3.114 -2.122 1.337
P 1.988 -1.794 -0.079
C 3.137 -1.659 -1.529
C 4.579 -2.150 -1.407
C 1.243 -3.461 -0.357
C 2.187 -4.636 -0.615
H 2.997 -2.638 3.449
H 1.941 -3.618 2.418
H 1.504 -1.951 2.800
H 3.891 -2.834 1.061
H 3.589 -1.168 1.559
H 3.133 -0.598 -1.780
H 2.628 -2.168 -2.354
H 5.112 -1.613 -0.619
H 5.120 -1.969 -2.343
H 4.655 -3.216 -1.182
H 0.553 -3.326 -1.195
H 0.592 -3.641 0.499
H 2.731 -4.525 -1.560
H 1.630 -5.579 -0.667
H 2.933 -4.742 0.181
*
```

Löwdin atomic charges, in units of e: V -0.023; C -0.214; Si 0.443; C -0.205; C -0.191; C -0.270; C -0.116; C -0.086; C -0.142; N -0.136; C -0.732; S 0.587; H 0.019; H 0.039; H 0.005; H 0.019; H 0.024; H 0.030; H 0.026; H 0.024; H 0.029; H 0.084; H 0.085; H 0.082; S 0.576; C -0.670; C -0.169; C -0.161; C -0.161; C -0.169; C -0.678; S 0.523; H 0.075; H 0.072; H 0.072; H 0.075; C -0.018; C -0.697; O -0.044; O -0.229; H 0.063; H 0.060; H 0.065; C -0.168; C -0.412; P 0.915; C -0.396; C -0.172; C -0.391; C -0.163; H 0.061; H 0.062; H 0.023; H 0.052; H 0.066; H 0.016; H 0.072; H 0.063; H 0.058; H 0.046; H 0.076; H 0.060; H 0.051; H 0.059; H 0.056